#one
The following is a quantum chemistry calculation of one molecule with the formula C3H6N2S2, from the OMol25 dataset.

Each line ends with the natural charge from an NBO analysis.
Geometry (Å):
S  1.4253  0.0813  -0.1080  0.365
S  1.0127  2.8023  0.8633  0.017
N  -1.1012  -0.7224  -0.4520  -0.260
N  -2.1075  -1.6431  -0.2882  -0.422
C  0.4617  1.3324  0.4746  -0.539
C  -1.8457  -3.0263  -0.7126  -0.472
C  0.0991  -1.1489  -0.3971  -0.137
H  -1.3802  -3.5823  0.0958  0.212
H  -2.9521  -3.4639  -0.6879  0.218
H  -1.4130  -3.0922  -1.8041  0.203
H  0.4819  -2.1980  -0.3363  0.201
H  -2.9435  -1.2811  -0.8310  0.365
H  -0.6310  1.0950  0.4703  0.248

Output
**M**: 134.23 g mol⁻¹
**Gap between HOMO and LUMO**: 8.322 eV
**Multiplicity**: 1


#two
The following is a quantum chemistry calculation of C3H6N2S2 as an isolated structure, from the OMol25 dataset.

Each line ends with the natural charge from an NBO analysis.
Geometry (Å):
S  -2.3662  -1.1497  0.2362  0.152
S  4.1051  -0.3982  0.1905  -0.028
N  -1.0189  0.0799  0.0014  -0.577
N  1.3821  0.2987  -0.0457  -0.532
C  -1.3486  1.5308  0.0894  -0.471
C  2.4618  -0.5807  -0.0124  -0.092
C  0.3150  -0.4275  0.0094  0.320
H  -2.5382  1.8190  -0.4505  0.275
H  -0.1208  1.8927  -0.5488  0.294
H  2.1904  -1.6012  -0.2664  0.146
H  0.3848  -1.4917  0.2100  0.181
H  -2.2306  -1.7459  -1.0789  0.144
H  -1.2160  1.7739  1.6658  0.188

Output
**M**: 134.23 g mol⁻¹
**Gap between HOMO and LUMO**: 8.071 eV
**Multiplicity**: 1


Which is the most stable structure? #one is the most stable.